No. 1
Molecular formula: FNO3
Method: DFT, ωB97M-V/def2-TZVPD

Results
Orbital gap (alpha / beta) (eV): 11.9 / 6.7
HOMO energy (alpha / beta) (Ha): -0.453 / -0.336
ΔE to the lowest compared entry with this formula, charge and spin (kJ/mol): 172.07
Spin multiplicity: 1

Last column: natural (NBO) charge in e.
Positions of all 5 atoms, in Å:
O 1.7057 -0.2808 0.6843  0.044
N -0.9830 0.2107 0.0702  0.551
O -1.0053 -0.6574 -0.7087  -0.252
O -1.4674 1.0702 0.6468  -0.233
F 1.7500 -0.3427 -0.6926  -0.110

Atoms 1-3, force components in eV/Å:
-0.2645 0.0554 -1.3339
5.2396 -1.7273 0.6362
-2.0214 -0.4194 -1.1958


No. 2
Molecular formula: FSr4
Method: DFT, ωB97M-V/def2-TZVPD

Results
Orbital gap (eV): 6.8
Charge: +7
HOMO energy (Ha): -1.009
ΔE to the lowest compared entry with this formula, charge and spin (kJ/mol): 0.00
Spin multiplicity: 1

Last column: natural (NBO) charge in e.
Positions of all 5 atoms, in Å:
F 13.2138 -22.9523 9.6168  -0.994
Sr 17.1896 -24.3754 9.3836  1.997
Sr 13.9939 -18.0006 9.4101  1.999
Sr 9.5675 -21.9241 12.4171  1.998
Sr 10.8707 -26.1285 6.8647  1.999

Atoms 1-3, force components in eV/Å:
0.0969 0.0364 -0.0633
0.7228 -0.3912 0.2181
0.4225 1.2704 -0.3398


No. 3
Molecular formula: FeH12O6
Method: DFT, ωB97M-V/def2-TZVPD

Results
Orbital gap (alpha / beta) (eV): 11.8 / 10.0
Charge: +2
HOMO energy (alpha / beta) (Ha): -0.696 / -0.631
ΔE to the lowest compared entry with this formula, charge and spin (kJ/mol): 34.10
Spin multiplicity: 5

Last column: natural (NBO) charge in e.
Positions of all 19 atoms, in Å:
O -0.6969 0.5027 -1.9051  -0.997
H -2.5455 -0.8603 0.8357  0.525
H 1.8375 -1.1263 1.7581  0.520
H -1.5975 -1.7871 1.6204  0.529
H -1.6313 0.5240 -2.1726  0.525
O 1.1436 -0.4493 1.7889  -0.976
H -0.9843 2.5324 0.0341  0.531
O 1.7051 1.1867 -0.4836  -0.991
H 0.2733 -2.0780 -1.5625  0.535
O -1.0308 1.7551 0.6163  -0.993
H 1.2555 -2.3634 -0.4054  0.526
H 1.9197 2.0941 -0.7543  0.531
H 0.6991 -0.5723 2.6455  0.523
O -1.6048 -1.0520 0.9860  -0.992
O 0.7492 -1.6511 -0.8280  -0.990
H 2.4328 0.6400 -0.8232  0.519
H -0.1956 0.6755 -2.7192  0.532
H -1.7069 1.9680 1.2812  0.538
Fe -0.0222 0.0615 0.0879  1.604

Atoms 1-3, force components in eV/Å:
-0.5891 -0.0124 -0.5595
0.2161 -0.0811 0.0228
0.0314 0.3172 0.1626


No. 4
Molecular formula: H10IO5
Method: DFT, ωB97M-V/def2-TZVPD

Results
Orbital gap (eV): 8.5
Charge: -1
HOMO energy (Ha): -0.192
ΔE to the lowest compared entry with this formula, charge and spin (kJ/mol): 11.94
Spin multiplicity: 1

Last column: natural (NBO) charge in e.
Positions of all 16 atoms, in Å:
H 2.0765 -2.2787 -0.2806  0.465
H -3.1458 0.0888 -1.5961  0.493
O -3.5843 0.0173 -2.4622  -0.970
O 0.2908 2.9071 1.1513  -0.970
H 1.5988 -0.9461 0.2901  0.487
O 2.3977 -1.5087 0.1974  -0.978
O 1.6509 0.7087 -2.4615  -0.968
H 2.1182 1.3226 -1.8867  0.463
H 1.1783 0.1191 -1.8410  0.490
I -0.8695 -0.3439 -0.1141  -0.925
H 0.6889 2.3683 1.8413  0.462
H -0.7780 -1.2590 2.5365  0.495
H -0.2437 2.2712 0.6432  0.496
H -2.8532 -0.1241 -3.0712  0.467
H 0.0729 -1.4543 3.7944  0.456
O -0.5986 -1.8884 3.2593  -0.962

Atoms 1-3, force components in eV/Å:
-0.1111 0.0623 0.0231
0.0164 -0.0981 -0.2691
-0.1030 0.0862 0.1154


No. 5
Molecular formula: H10LiO5
Method: DFT, ωB97M-V/def2-TZVPD

Results
Orbital gap (eV): 11.2
Charge: +1
HOMO energy (Ha): -0.541
ΔE to the lowest compared entry with this formula, charge and spin (kJ/mol): 28.24
Spin multiplicity: 1

Last column: natural (NBO) charge in e.
Positions of all 16 atoms, in Å:
H 0.4589 -2.8182 0.7185  0.502
O -1.4587 -0.1775 -0.9369  -0.989
H -1.3259 -0.8148 -1.6540  0.500
H -0.4869 2.1089 -1.4194  0.460
H 0.8089 2.9134 -1.3122  0.478
Li 0.0234 -0.2469 0.3036  0.905
O -0.0250 2.7405 -0.8572  -0.934
H 0.2528 0.2795 2.7765  0.496
H -0.7416 -2.5008 1.6321  0.505
H 1.5857 -0.4045 -1.8888  0.498
O -0.0489 -2.0890 1.0991  -0.986
O 1.6467 -0.5421 -0.9346  -0.984
H -2.2540 0.3178 -1.1742  0.513
H 2.5647 -0.7987 -0.7739  0.508
O -0.0923 0.8148 2.0475  -0.973
H -0.9079 1.2175 2.3738  0.503

Atoms 1-3, force components in eV/Å:
-0.0880 0.1036 0.1112
0.0278 -0.0637 -0.4858
-0.2155 0.0852 0.1444


No. 6
Molecular formula: H10N3
Method: DFT, ωB97M-V/def2-TZVPD

Results
Orbital gap (eV): 11.7
Charge: +1
HOMO energy (Ha): -0.549
ΔE to the lowest compared entry with this formula, charge and spin (kJ/mol): 18.09
Spin multiplicity: 1

Last column: natural (NBO) charge in e.
Positions of all 13 atoms, in Å:
H 0.6559 -3.1352 0.0001  0.399
N 0.3528 0.1653 0.3903  -0.932
H -0.7187 -2.8966 0.7982  0.390
H -1.5667 2.5002 -1.4591  0.392
H -0.2286 0.8079 -0.1857  0.470
H 1.3218 0.1427 0.1159  0.431
N 0.2533 -2.6015 0.7600  -1.093
H 0.2061 0.4708 1.3588  0.428
H 0.0677 2.4573 -1.9774  0.389
H -0.5030 3.3251 -0.7179  0.385
H 0.0836 -0.8810 0.4535  0.459
N -0.5810 2.4200 -1.2010  -1.114
H 0.6569 -2.7753 1.6642  0.395

Atoms 1-3, force components in eV/Å:
0.4451 -0.1509 0.3458
-1.2183 -0.9462 1.1555
0.0490 -0.0823 0.1620